Below is an isolated molecule of C2H7NO4 in a non-equilibrium geometry, with properties calculated with the ωB97M-V functional and the def2-TZVPD basis.

Its max |F| is 3.3 eV/A. The value obtained for the energy relative to the best compared isomer or geometry (same formula, charge and spin) is 239.2 kJ/mol. The value obtained for the frontier orbital gap is 10.2 eV. Its HOMO energy is -9.52 eV.

Geometry as ORCA input:
```
! RIJCOSX wB97M-V def2-TZVPD def2/J DEFGRID3
* xyz 0 1
C -1.24 1.07 -0.23
N -0.61 0.00 0.50
O -1.32 -1.24 0.22
C 0.79 -0.24 0.14
O 1.52 0.93 0.19
O 1.26 -1.12 1.10
O 0.91 -0.77 -1.14
H -2.29 1.09 0.06
H -0.76 2.01 0.06
H -1.16 0.93 -1.32
H -1.24 -1.35 1.23
H 1.67 1.22 -0.72
H 2.22 -1.06 1.12
H 0.24 -1.47 -1.21
*
```